(1)
C3H8NS2 | ωB97M-V with the def2-TZVPD basis set

Element x y z (Å)
C (2.56132, -0.41854, -0.38075)
C (0.22504, 0.54486, -0.36215)
C (-2.13145, -0.14422, 0.22141)
N (-0.81737, 0.32028, 0.67561)
S (1.87485, 1.10461, 0.35928)
S (0.90378, -1.11277, -0.91443)
H (3.15119, -0.25938, -1.34065)
H (3.24060, -0.98559, 0.25570)
H (-0.19409, 1.17801, -1.13368)
H (-3.11815, 0.46075, 0.35733)
H (-2.12440, -0.21853, -0.88079)
H (-2.32842, -1.14120, 0.54933)
H (-0.47555, -0.49043, 1.23857)
H (-0.76735, 1.16215, 1.35520)

Calculated values
Gap between HOMO and LUMO   9.768 eV
Total energy   -969.92776 Ha
HOMO level   -13.818 eV
ΔE to the lowest compared entry with this formula, charge and spin   116.91 kJ/mol
Charge   +1
F_max   0.0779 hartree/bohr

---

(2)
C3H8NSi | ωB97M-V with the def2-TZVPD basis set

Element x y z (Å)
C (2.46754, -0.35318, -1.22659)
C (1.39539, -0.61223, -0.35002)
N (0.45406, -0.67659, 0.34525)
Si (-1.40423, -0.63807, 0.75386)
C (-1.58490, 1.26872, 0.55008)
H (2.01910, -0.07891, -2.22136)
H (3.17489, 0.46038, -0.87811)
H (3.01577, -1.33255, -1.38231)
H (-1.99785, -1.84852, 0.19834)
H (-1.32696, -0.73273, 2.19264)
H (-1.05701, 1.73398, 1.40791)
H (-0.93715, 1.78859, -0.28017)
H (-2.64169, 1.56741, 0.49213)

Calculated values
Gap between HOMO and LUMO   11.684 eV
Total energy   -463.07329 Ha
HOMO level   -15.711 eV
Structure (SMILES)   CC#[N+][SiH2]C
ΔE to the lowest compared entry with this formula, charge and spin   8.80 kJ/mol
Charge   +1
F_max   0.0835 hartree/bohr

---

(3)
C3H8O | ωB97M-V with the def2-TZVPD basis set

Element x y z (Å)
C (-2.07823, -0.01325, 0.69528)
C (-1.05420, -0.19227, -0.50784)
O (-0.86302, 0.62040, -1.47628)
H (-2.42643, 0.99120, 0.92726)
H (-1.34509, -0.16698, 1.51457)
H (-2.79507, -0.86131, 0.74414)
H (-0.14202, -0.81115, -0.17374)
C (2.11238, 0.09434, -0.32873)
H (1.71206, -0.88461, -0.85216)
H (3.03877, 0.37930, -0.96046)
H (2.32438, -0.18440, 0.65507)
H (1.51648, 1.02872, -0.23712)

Calculated values
Gap between HOMO and LUMO   10.544 eV
Total energy   -194.26897 Ha
HOMO level   -9.897 eV
Structure (SMILES)   CC=O.C
ΔE to the lowest compared entry with this formula, charge and spin   175.85 kJ/mol
Charge   0
F_max   0.1066 hartree/bohr

---

(4)
C3H8O2 | ωB97M-V with the def2-TZVPD basis set

Element x y z (Å)
C (-0.06073, -0.00928, 0.03446)
C (-1.13865, -0.78454, 0.11624)
C (-1.29935, -1.83804, 1.14645)
O (-2.23854, -0.61336, -0.78488)
H (0.81959, -0.19624, 0.61739)
H (0.17552, 0.83191, -0.57704)
H (-1.47912, -1.27638, 2.13403)
H (-2.12956, -2.63470, 1.10040)
H (-0.43355, -2.36555, 1.46528)
H (-1.94247, -0.30178, -1.70551)
O (3.35918, 2.95576, -0.86227)
H (3.80949, 3.53983, -1.48500)
H (2.55818, 2.69237, -1.19954)

Calculated values
Gap between HOMO and LUMO   9.735 eV
Total energy   -269.52502 Ha
HOMO level   -9.013 eV
Structure (SMILES)   C=C(C)O.O
ΔE to the lowest compared entry with this formula, charge and spin   183.43 kJ/mol
Charge   0
F_max   0.0714 hartree/bohr

---

(5)
C3H8O2 | ωB97M-V with the def2-TZVPD basis set

Element x y z (Å)
C (0.95506, 0.12913, -0.45328)
C (1.27219, 1.15212, 0.33314)
C (1.35706, 1.11657, 1.81992)
O (1.61014, 2.38834, -0.12975)
H (0.66773, -0.83782, -0.05183)
H (1.00293, 0.27419, -1.53153)
H (2.39860, 1.17431, 2.10922)
H (0.85757, 1.98465, 2.23951)
H (0.90883, 0.23542, 2.25925)
H (1.52076, 2.44017, -1.09114)
O (-4.46747, -3.14429, -1.67470)
H (-3.53311, -3.11038, -1.45294)
H (-4.55029, -3.80241, -2.37588)

Calculated values
Gap between HOMO and LUMO   9.684 eV
Total energy   -269.55703 Ha
HOMO level   -8.922 eV
Structure (SMILES)   C=C(C)O.O
ΔE to the lowest compared entry with this formula, charge and spin   99.38 kJ/mol
Charge   0
F_max   0.0065 hartree/bohr

---

(6)
C3H8O2 | ωB97M-V with the def2-TZVPD basis set

Element x y z (Å)
C (-1.24754, 0.48339, 0.40575)
C (-0.92299, -0.37059, -0.54922)
C (0.21407, -1.30866, -0.53518)
O (0.79963, -1.33036, 0.78718)
H (-1.98136, 1.26711, 0.30220)
H (-0.69426, 0.68632, 1.31186)
H (-1.58561, -0.46499, -1.39570)
H (-0.12346, -2.32032, -0.68228)
H (0.98992, -0.98320, -1.23623)
H (1.67560, -1.71822, 0.72315)
O (0.70203, 2.23243, -0.20287)
H (0.74952, 2.23084, 0.76641)
H (0.89788, 1.32745, -0.43116)

Calculated values
Gap between HOMO and LUMO   10.208 eV
Total energy   -269.52640 Ha
HOMO level   -9.514 eV
Structure (SMILES)   C=CCO.O
ΔE to the lowest compared entry with this formula, charge and spin   179.81 kJ/mol
Charge   0
F_max   0.0358 hartree/bohr

---

(7)
C3H8O2 | ωB97M-V with the def2-TZVPD basis set

Element x y z (Å)
C (0.35187, -0.43237, 0.57874)
C (-0.92502, 0.00748, 0.55161)
C (-2.10501, -0.80092, 0.12357)
O (-1.21914, 1.27866, 0.98871)
H (0.62143, -1.27379, -0.02834)
H (0.94562, -0.03283, 1.37944)
H (-2.93513, -0.13335, -0.09515)
H (-2.41224, -1.47524, 0.92760)
H (-1.89627, -1.26208, -0.84033)
H (-0.35810, 1.71145, 1.01199)
O (3.18427, 0.64898, -1.17030)
H (3.50105, 1.54079, -1.38879)
H (3.24668, 0.22323, -2.03875)

Calculated values
Gap between HOMO and LUMO   9.143 eV
Total energy   -269.53776 Ha
HOMO level   -8.352 eV
Structure (SMILES)   C=C(C)O.O
ΔE to the lowest compared entry with this formula, charge and spin   149.99 kJ/mol
Charge   0
F_max   0.0350 hartree/bohr

---

(8)
C3H8O2 | ωB97M-V with the def2-TZVPD basis set

Element x y z (Å)
C (-1.58732, -0.54896, 0.14237)
O (-0.75162, -0.02005, -0.83668)
C (0.20574, 0.90865, -0.37494)
C (1.29845, 0.18092, 0.37521)
O (1.92525, -0.81739, -0.44576)
H (-2.30316, -1.24076, -0.37603)
H (-1.06912, -1.16496, 0.87259)
H (-2.24536, 0.22596, 0.63393)
H (0.58512, 1.39965, -1.26581)
H (-0.28107, 1.67342, 0.26353)
H (0.94014, -0.27602, 1.28687)
H (2.09678, 0.89837, 0.67796)
H (1.18617, -1.21883, -0.95325)

Calculated values
Gap between HOMO and LUMO   11.031 eV
Total energy   -269.54624 Ha
HOMO level   -10.055 eV
Structure (SMILES)   COCCO
ΔE to the lowest compared entry with this formula, charge and spin   127.72 kJ/mol
Charge   0
F_max   0.0400 hartree/bohr

---

(9)
C3H8O2 | ωB97M-V with the def2-TZVPD basis set

Element x y z (Å)
C (-0.38440, 0.74472, -2.13600)
O (-0.79496, 1.24338, -0.85814)
H (-1.27747, 0.78045, -2.76773)
H (0.31407, 1.47415, -2.53618)
H (0.05623, -0.24896, -2.11144)
H (-1.47741, 0.63778, -0.53330)
O (-0.71809, -0.54268, 1.17760)
C (0.40730, -0.52243, 1.55386)
C (1.55596, -0.96678, 0.68652)
H (0.64497, -0.18401, 2.57952)
H (2.35946, -1.28566, 1.35116)
H (1.89083, -0.16928, 0.01717)
H (1.18264, -1.70967, -0.01184)

Calculated values
Gap between HOMO and LUMO (spin up / spin down)   11.616 / 4.872 eV
Total energy   -269.17951 Ha
HOMO level (spin up / spin down)   -16.648 / -14.763 eV
Expectation value of S²   0.758
ΔE to the lowest compared entry with this formula, charge and spin   177.70 kJ/mol
2S+1   2
Charge   +1
F_max   0.0278 hartree/bohr

---

(10)
C3H8O2S | ωB97M-V with the def2-TZVPD basis set

Element x y z (Å)
C (0.38517, -0.14271, 0.92329)
O (-0.62285, 0.36398, 1.64121)
C (0.16887, -0.13559, -0.59325)
C (1.45459, -0.53956, -1.33682)
S (1.46854, -0.34226, -3.17285)
H (0.62069, -1.17470, 1.30173)
H (1.40174, 0.40525, 1.06124)
H (-0.54920, -0.89419, -0.94636)
H (-0.18037, 0.87763, -0.81148)
H (2.25967, 0.17307, -1.09053)
H (1.60675, -1.57364, -1.02303)
H (-1.95802, 0.57238, 1.38391)
H (-3.01223, 1.67977, 1.30184)
O (-3.04336, 0.73057, 1.36111)

Calculated values
Gap between HOMO and LUMO (spin up / spin down)   6.895 / 4.794 eV
Total energy   -667.72920 Ha
HOMO level (spin up / spin down)   -3.750 / -3.730 eV
Expectation value of S²   0.753
ΔE to the lowest compared entry with this formula, charge and spin   21.17 kJ/mol
2S+1   2
Charge   -1
F_max   0.0261 hartree/bohr

---

(11)
C3H8O2S | ωB97M-V with the def2-TZVPD basis set

Element x y z (Å)
O (1.90462, 1.78605, -0.92087)
C (0.95398, 2.33121, -0.42332)
O (0.18242, 1.81098, 0.52002)
H (0.65630, 3.33471, -0.75304)
H (0.44728, 0.87005, 0.61748)
C (-2.30768, -1.04564, -0.28444)
C (-0.91983, -1.62184, -0.58669)
S (0.20952, -1.46888, 0.81547)
H (-3.04969, -1.70885, -0.72774)
H (-2.39876, -0.06814, -0.74461)
H (-2.57858, -1.09654, 0.77084)
H (-0.93635, -2.65454, -0.92513)
H (-0.55095, -1.13096, -1.47748)
H (1.32980, -1.69368, 0.11520)

Calculated values
Gap between HOMO and LUMO   10.274 eV
Total energy   -667.76804 Ha
HOMO level   -9.569 eV
Structure (SMILES)   O=CO.CCS
ΔE to the lowest compared entry with this formula, charge and spin   33.86 kJ/mol
Charge   0
F_max   0.0213 hartree/bohr

---

(12)
C3H8O2S | ωB97M-V with the def2-TZVPD basis set

Element x y z (Å)
O (2.33891, -0.74672, 1.22250)
C (1.86846, 0.13339, 0.56026)
C (0.49105, 0.70200, 0.79367)
C (-0.18938, 1.02320, -0.54819)
S (-1.99369, 0.86218, -0.50406)
H (2.43630, 0.59140, -0.28181)
H (0.61067, 1.63433, 1.34714)
H (-0.03021, -0.02532, 1.40604)
H (0.02226, 2.06235, -0.81800)
H (0.21665, 0.41144, -1.34873)
H (-1.99151, -0.39462, -0.04374)
O (0.00619, -2.31349, -0.52883)
H (-0.64233, -2.95449, -0.20607)
H (-0.29671, -2.02917, -1.40209)

Calculated values
Gap between HOMO and LUMO   9.781 eV
Total energy   -667.74729 Ha
HOMO level   -9.252 eV
Structure (SMILES)   O=CCCS.O
ΔE to the lowest compared entry with this formula, charge and spin   88.34 kJ/mol
Charge   0
F_max   0.0107 hartree/bohr

---

(13)
C3H8O2S2 | ωB97M-V with the def2-TZVPD basis set

Element x y z (Å)
O (-0.89294, 2.09434, 0.20743)
C (-1.23272, 1.12390, 0.84572)
C (-0.57201, -0.22194, 0.70014)
C (0.87641, -0.15316, 1.16704)
S (1.76823, -1.73773, 1.02395)
S (1.85907, -1.94014, -1.03489)
H (-2.02110, 1.24313, 1.60357)
H (-0.59486, -0.50759, -0.35298)
H (-1.10708, -0.97480, 1.27497)
H (0.95003, 0.11208, 2.22456)
H (1.42726, 0.60800, 0.61499)
H (0.94055, -2.89974, -1.15346)
O (-0.71687, 0.79782, -2.45027)
H (-0.82724, 1.50821, -1.81609)
H (0.14326, 0.94763, -2.85467)

Calculated values
Gap between HOMO and LUMO   9.610 eV
Total energy   -1065.95004 Ha
HOMO level   -9.184 eV
Structure (SMILES)   O=CCCSS.O
ΔE to the lowest compared entry with this formula, charge and spin   83.98 kJ/mol
Charge   0
F_max   0.0097 hartree/bohr

---

(14)
C3H8O2Yb | ωB97M-V with the def2-TZVPD basis set

Element x y z (Å)
C (-1.49708, 0.64145, 0.53345)
C (-0.44753, -0.21932, 1.21371)
O (0.78333, -0.18445, 0.45937)
C (1.52159, -1.37643, 0.46492)
Yb (-0.76704, 1.35471, -1.62516)
H (-2.42657, 0.06198, 0.40357)
H (-1.68540, 1.55602, 1.12093)
H (-0.77568, -1.27000, 1.29520)
H (-0.17561, 0.14783, 2.21725)
H (2.48847, -1.19059, -0.02131)
H (1.67132, -1.73143, 1.49860)
O (-0.16108, 1.85847, -3.58726)
H (0.47432, 2.51404, -3.87122)
H (0.99695, -2.16228, -0.10206)

Calculated values
Gap between HOMO and LUMO (spin up / spin down)   8.297 / 7.300 eV
Total energy   -1427.94650 Ha
HOMO level (spin up / spin down)   -13.813 / -13.669 eV
Expectation value of S²   0.756
ΔE to the lowest compared entry with this formula, charge and spin   59.81 kJ/mol
2S+1   2
Charge   +1
F_max   0.0507 hartree/bohr

---

(15)
C3H8O3 | ωB97M-V with the def2-TZVPD basis set

Element x y z (Å)
H (-0.19046, -1.80767, -1.51406)
O (-1.05542, -1.86772, -2.49832)
O (0.53959, -1.40338, -0.58845)
H (-1.17844, -0.91501, -2.15224)
H (-0.50149, -1.59586, -3.29440)
C (-0.01092, -0.32502, -0.16009)
O (-0.90193, 0.21417, -0.78503)
C (0.66339, 0.26725, 1.16584)
H (0.38353, -0.43880, 1.94231)
H (1.66136, 0.20374, 0.89210)
C (0.22439, 1.65684, 1.66219)
H (-0.11220, 1.54647, 2.66049)
H (1.07151, 2.38737, 1.59277)
H (-0.59290, 2.07760, 1.07688)

Calculated values
Gap between HOMO and LUMO   10.700 eV
Total energy   -344.81684 Ha
HOMO level   -10.225 eV
ΔE to the lowest compared entry with this formula, charge and spin   82.75 kJ/mol
Charge   0
F_max   0.0650 hartree/bohr

---

(16)
C3H8O3S | ωB97M-V with the def2-TZVPD basis set

Element x y z (Å)
O (-1.15997, 1.25840, 0.17349)
C (-1.17234, 1.00145, -0.99514)
O (-2.31020, 1.11630, -1.73307)
C (0.00848, 0.58258, -1.81123)
C (1.31561, 0.56599, -1.02445)
S (1.61863, -1.02398, -0.18355)
H (-2.99972, 1.37428, -1.09649)
H (-0.11532, -0.33047, -2.39885)
H (0.09118, 1.30583, -2.64066)
H (1.30865, 1.31964, -0.25426)
H (2.15130, 0.77065, -1.69134)
H (0.80965, -0.72864, 0.83975)
O (0.15312, -2.42482, 3.86426)
H (-0.57864, -2.21916, 4.46881)
H (0.87958, -2.56805, 4.48272)

Calculated values
Gap between HOMO and LUMO   9.717 eV
Total energy   -743.02710 Ha
HOMO level   -8.981 eV
Structure (SMILES)   O=C(O)CCS.O
ΔE to the lowest compared entry with this formula, charge and spin   14.82 kJ/mol
Charge   0
F_max   0.0269 hartree/bohr

---

(17)
C3H8O3S | ωB97M-V with the def2-TZVPD basis set

Element x y z (Å)
C (0.42050, 0.45720, -2.32025)
C (-0.97209, 0.45471, -1.63479)
C (-0.89704, -0.45146, -0.58076)
H (1.38521, 0.63702, -1.91372)
H (0.31375, 0.98757, -3.22783)
H (0.77179, -0.58041, -2.52025)
H (-1.41034, 1.37554, -1.34292)
H (-1.54629, 0.05832, -2.58488)
H (-0.49189, -1.36007, -1.00905)
H (-1.81989, -0.57448, 0.03910)
H (-0.21400, -1.75661, 2.48452)
O (-0.29615, -1.66091, 1.23943)
O (1.60081, 0.22145, 0.41499)
O (-0.18968, 1.17966, 1.59214)
S (0.17398, 0.03305, 0.70733)

Calculated values
Gap between HOMO and LUMO   10.995 eV
Total energy   -742.86050 Ha
HOMO level   -10.887 eV
ΔE to the lowest compared entry with this formula, charge and spin   452.23 kJ/mol
Charge   0
F_max   0.1394 hartree/bohr

---

(18)
C3H8O3S3 | ωB97M-V with the def2-TZVPD basis set

Element x y z (Å)
C (1.89207, -2.23356, 0.39590)
C (-1.22681, 2.94044, -1.20498)
C (-0.73046, -1.31620, 0.45317)
O (-2.37054, 0.77057, -0.22999)
O (0.49365, 1.58118, 2.44389)
O (1.04002, 1.42393, 0.07609)
S (0.34325, -1.90481, -0.56986)
S (-1.96838, 2.14221, 0.28344)
S (0.04929, 1.14828, 1.10751)
H (2.51943, -1.44900, -0.03998)
H (2.21891, -3.25028, 0.27324)
H (1.62405, -2.01234, 1.44674)
H (-0.21535, 2.43712, -1.19876)
H (-1.12568, 3.97254, -0.77067)
H (-1.88785, 2.65223, -1.97713)
H (-1.62073, -0.85421, -0.10791)
H (-0.86372, -1.41479, 1.47630)

Calculated values
Gap between HOMO and LUMO (spin up / spin down)   6.554 / 6.556 eV
Total energy   -1539.24270 Ha
HOMO level (spin up / spin down)   -7.824 / -7.825 eV
ΔE to the lowest compared entry with this formula, charge and spin   353.28 kJ/mol
Charge   0
F_max   0.0805 hartree/bohr